No. 1
Here is C18H16N6O4S in the gas phase at a distorted geometry from the OMol25 dataset. Energies are from the ωB97M-V functional and the def2-TZVPD basis.

Properties
- charge = 0
- E_HOMO (eV) = -7.780
- LUMO energy (eV) = 0.260
- SMILES = O=C(CSc1nnnn1-c1ccccc1)NC(=O)Nc1ccc2c(c1)OCCO2
- frontier orbital gap (eV) = 8.04
- E (a.u.) = -1723.218230

Structure (XYZ):
```
45
Properties=species:S:1:pos:R:3:forces:R:3
O -0.1462 -3.0180 0.6761 -0.152 -0.200 0.191
C 0.7546 -2.6525 -0.0447 0.016 -0.234 -0.175
C 2.1295 -3.2977 0.0612 0.225 0.210 0.279
S 3.5186 -2.1838 -0.3026 0.131 -0.390 -0.322
C 3.0580 -0.8754 0.7291 0.040 0.515 0.306
N 1.9606 -0.8844 1.4590 0.495 -0.874 -0.508
N 1.9193 0.2823 2.0787 -0.574 0.543 0.652
N 2.9069 1.0045 1.7781 0.564 1.075 0.208
N 3.6824 0.3236 0.9127 -1.107 -1.455 0.046
C 4.8544 0.8821 0.3855 0.686 0.547 -0.229
C 5.0834 2.2366 0.6104 -0.070 -0.060 -0.007
C 6.2286 2.8248 0.1103 -0.001 -0.074 -0.009
C 7.1429 2.0728 -0.6104 0.079 -0.026 -0.046
C 6.9103 0.7254 -0.8269 0.037 0.086 -0.020
C 5.7686 0.1211 -0.3309 -0.235 -0.022 0.123
N 0.6302 -1.7371 -1.0389 -0.047 0.178 -0.432
C -0.4535 -0.8567 -1.3272 0.374 -0.418 0.151
O -0.3014 -0.0609 -2.2233 -0.081 0.283 -0.254
N -1.5219 -1.0446 -0.5380 -0.081 -0.339 0.477
C -2.7361 -0.3500 -0.5550 -0.376 0.298 -0.124
C -3.0254 0.6579 -1.4707 0.134 0.025 -0.092
C -4.2450 1.3018 -1.4158 -0.269 -0.151 0.313
C -5.1970 0.9526 -0.4674 0.094 -0.010 0.058
C -4.9208 -0.0847 0.4291 -0.007 0.063 -0.171
C -3.6895 -0.7202 0.3862 -0.077 0.150 -0.082
O -5.8361 -0.5085 1.3586 0.427 -0.017 -0.003
C -7.1424 -0.0409 1.1071 -0.371 0.407 -0.209
C -7.1117 1.4449 0.7515 -0.134 -0.323 0.406
O -6.3836 1.6443 -0.4386 0.170 -0.056 -0.276
H 2.2139 -4.1117 -0.6614 0.021 0.036 0.014
H 2.2475 -3.6944 1.0696 -0.155 0.030 -0.119
H 4.3598 2.8033 1.1741 -0.005 0.055 0.007
H 6.4060 3.8750 0.2830 0.004 0.090 0.018
H 8.0357 2.5358 -1.0017 0.078 0.036 -0.035
H 7.6207 0.1344 -1.3842 0.060 -0.052 -0.048
H 5.6015 -0.9312 -0.4979 0.097 -0.028 -0.001
H 1.4377 -1.5441 -1.6216 -0.189 0.035 0.161
H -1.4266 -1.7621 0.1815 0.145 0.082 -0.255
H -2.2945 0.9384 -2.2092 0.026 0.011 -0.021
H -4.4823 2.0941 -2.1071 -0.023 0.116 -0.088
H -3.4927 -1.5075 1.0968 0.017 -0.135 0.109
H -7.7165 -0.2203 2.0172 0.002 0.036 -0.101
H -7.5870 -0.6017 0.2731 0.032 0.032 0.109
H -8.1160 1.8303 0.5695 0.066 -0.048 0.077
H -6.6451 2.0026 1.5754 -0.066 -0.025 -0.081
```
Positions in Å, forces in eV/Å.

These are the natural (NBO) partial charges, in e, on atoms 1 to 6:
1. O -0.60
2. C 0.71
3. C -0.61
4. S 0.29
5. C 0.16
6. N -0.34

---

No. 2
Here is a molecular structure, C18H16N8S3SbSe3TeTi from the OMol25 dataset. Energies are from the ωB97M-V functional and the def2-TZVPD basis.

Properties
- charge = -2
- E_HOMO (spin up / spin down) (eV) = -0.492 / -1.127
- LUMO energy (spin up / spin down) (eV) = 3.681 / 3.030
- energy above the lowest of the compared OMol25 structures with the same formula, charge and spin (kJ/mol) = 17.3
- frontier orbital gap (spin up / spin down) (eV) = 4.17 / 4.16
- ⟨S²⟩ = 3.80
- E (a.u.) = -10890.434586
- multiplicity = 4

Structure (XYZ):
```
51
Properties=species:S:1:pos:R:3:forces:R:3
Ti 0.5872 0.8211 0.9668 -0.366 -0.138 0.089
N -2.8597 0.3010 -2.2539 0.104 -0.031 0.002
C -1.6195 0.5178 -1.7419 0.134 0.025 -0.002
N -1.1230 -0.0891 -0.7252 -0.126 0.461 0.182
C -1.9360 -0.9876 -0.0275 0.631 -0.417 0.635
N -1.4346 -1.5971 1.0079 -0.428 0.110 -0.656
N -0.1685 -1.2149 1.2706 -0.020 -0.115 0.217
C 0.4510 -1.9486 2.1908 -0.015 -0.091 0.104
C 1.7719 -1.5894 2.4776 0.021 0.020 0.169
C 2.6044 -2.2888 3.3790 0.159 0.058 -0.132
C 3.9214 -1.9268 3.4846 -0.130 -0.044 0.010
C 4.4010 -0.8579 2.7152 -0.132 0.116 -0.127
C 3.5003 -0.1565 1.9344 0.337 0.016 0.142
N 2.2175 -0.4878 1.8054 0.044 0.061 0.082
C -3.3026 -1.2127 -0.4504 -0.367 0.035 -0.209
C -4.1882 -2.0490 0.2313 0.041 0.091 -0.062
C -5.4961 -2.1884 -0.1999 0.019 -0.082 0.116
C -5.9450 -1.4886 -1.3112 -0.022 0.093 -0.133
C -5.0816 -0.6533 -2.0044 0.002 0.014 -0.022
C -3.7670 -0.5204 -1.5805 0.062 -0.151 0.216
H -3.2196 1.0318 -2.8502 -0.025 0.008 -0.033
H -1.0325 1.2877 -2.2394 -0.053 0.003 -0.052
H -0.0573 -2.7629 2.6923 -0.026 -0.027 -0.056
H 2.1782 -3.0887 3.9704 0.021 -0.019 -0.007
H 4.5808 -2.4406 4.1743 -0.019 -0.016 0.010
H 5.4235 -0.5174 2.7932 0.002 0.013 -0.009
H 3.7977 0.7503 1.4230 0.014 -0.023 0.002
H -3.8238 -2.5600 1.1115 0.004 -0.008 0.010
H -6.1769 -2.8330 0.3429 0.012 0.004 0.001
H -6.9747 -1.5822 -1.6341 0.011 0.007 -0.008
H -5.4230 -0.0872 -2.8633 -0.009 -0.003 0.011
S 2.1147 1.2691 5.1002 -0.013 0.058 -0.022
Sb 0.9001 2.7390 3.7968 0.048 -0.020 0.007
S 2.0206 2.7347 1.5663 -0.054 -0.178 -0.210
S -0.9133 1.4148 2.8288 0.043 -0.153 -0.188
Se -0.7304 3.1598 0.0880 -0.253 0.243 0.223
Se -0.4907 3.8383 -2.0724 0.010 0.084 -0.262
Te -4.3289 3.5812 -1.5122 -0.020 0.030 -0.137
Se -3.1586 2.6394 0.3745 0.246 0.063 0.128
N 3.7061 2.6099 -3.3026 -0.024 0.145 0.002
C 3.1441 1.5107 -2.6836 0.115 -0.335 -0.180
C 2.3812 1.6918 -1.5203 -0.217 -0.032 0.054
N 1.7523 0.6724 -0.9718 0.261 0.302 0.125
C 1.9154 -0.5385 -1.5146 0.033 -0.424 0.133
C 2.7692 -0.7191 -2.5723 -0.054 0.123 -0.263
N 3.3738 0.3051 -3.1899 -0.028 0.264 0.099
H 3.1701 3.4558 -3.1688 0.040 0.025 -0.010
H 3.9591 2.4448 -4.2639 -0.004 -0.047 0.010
H 2.2733 2.6620 -1.0505 -0.026 -0.022 -0.006
H 1.3713 -1.3474 -1.0446 0.062 -0.059 -0.031
H 2.9653 -1.7048 -2.9763 -0.046 -0.033 0.042
```
Positions in Å, forces in eV/Å.

These are the natural (NBO) partial charges, in e, on atoms 1 to 6:
1. Ti 1.04
2. N -0.59
3. C 0.35
4. N -0.56
5. C 0.28
6. N -0.27

---

No. 3
Here is a molecular structure, C18H17AsBMnN8O6S at a distorted geometry from the OMol25 dataset. Energies are from the ωB97M-V functional and the def2-TZVPD basis.

Properties
- charge = 0
- E_HOMO (spin up / spin down) (eV) = -9.596 / -9.595
- LUMO energy (spin up / spin down) (eV) = -1.526 / -0.277
- energy above the lowest of the compared OMol25 structures with the same formula, charge and spin (kJ/mol) = 0.0
- frontier orbital gap (spin up / spin down) (eV) = 8.07 / 9.32
- ⟨S²⟩ = 6.04
- E (a.u.) = -5395.617502
- multiplicity = 5

Structure (XYZ):
```
53
Properties=species:S:1:pos:R:3:forces:R:3
Mn -0.1367 0.6935 -0.1306 0.695 -0.999 -0.092
C -0.3674 -0.7279 3.7813 -0.029 0.033 -0.017
C -0.7349 0.1451 2.7649 0.099 -0.012 0.025
N 0.0018 -0.0997 1.6762 -0.285 0.072 0.522
N 0.8410 -1.1142 1.9699 0.130 -0.081 0.018
C 0.6255 -1.5146 3.2280 -0.038 0.049 0.129
B 1.7196 -1.7994 0.8732 -0.212 0.119 -0.136
N 2.5637 -0.6920 0.1982 0.151 -0.046 0.128
C 3.8085 -0.7737 -0.2999 0.016 0.049 -0.077
C 4.1157 0.4290 -0.9030 0.021 -0.011 0.000
C 2.9710 1.2079 -0.7355 0.094 -0.006 0.022
N 2.0509 0.5256 -0.0626 -0.693 0.314 -0.309
N 0.7329 -2.3580 -0.1694 0.010 -0.312 0.046
C 0.3109 -3.5970 -0.4924 0.023 0.102 -0.142
C -0.7253 -3.4750 -1.3958 -0.068 -0.027 0.049
C -0.8977 -2.0997 -1.5589 0.136 -0.005 -0.084
N -0.0124 -1.4399 -0.8243 -0.208 0.597 0.289
N 2.6480 -2.7934 1.5289 0.229 0.117 0.090
C 3.6388 -2.4499 2.3980 -0.065 0.010 0.009
C 4.2679 -3.5999 2.7923 0.055 -0.053 0.018
C 3.5885 -4.6199 2.0973 0.005 0.069 0.052
N 2.6216 -4.1300 1.3461 -0.175 -0.149 -0.121
H -0.7732 -0.7781 4.7757 0.018 -0.017 -0.006
H -1.4764 0.9275 2.7691 -0.008 -0.010 -0.022
H 1.1843 -2.3300 3.6556 0.028 -0.007 -0.069
H 4.3930 -1.6730 -0.1978 -0.044 -0.002 0.040
H 5.0347 0.6979 -1.3928 -0.016 0.008 0.008
H 2.7777 2.2161 -1.0640 -0.087 -0.013 0.004
H 0.7955 -4.4602 -0.0776 0.052 -0.027 0.052
H -1.2842 -4.2667 -1.8627 0.038 -0.004 0.000
H -1.5938 -1.5604 -2.1807 -0.006 0.031 0.038
H 3.8124 -1.4197 2.6665 0.000 -0.018 -0.016
H 5.0969 -3.7019 3.4710 -0.015 0.039 -0.002
H 3.7699 -5.6823 2.1240 -0.032 -0.007 -0.042
O -0.1587 3.9782 -2.1562 -0.009 -0.203 0.319
As -1.0041 2.5010 -2.6219 0.192 1.026 -1.017
O -0.8677 2.3825 -4.2316 -0.203 -0.222 -0.139
O -0.1982 1.2315 -1.8292 0.062 -0.187 -0.311
C -2.8346 2.8794 -2.1047 0.434 -0.167 0.227
C -3.6888 3.1954 -3.1481 0.171 0.013 0.004
C -4.9928 3.5809 -2.8651 -0.061 0.035 0.089
C -5.4280 3.6669 -1.5501 -0.004 -0.003 -0.144
C -4.5754 3.3385 -0.5056 0.079 0.044 0.212
C -3.2824 2.9414 -0.7916 0.079 -0.158 -0.079
S -2.2877 2.1957 0.4668 -1.240 0.274 0.753
O -2.8938 2.4396 1.7452 -0.042 0.075 -0.224
O -2.2789 0.7658 0.0542 0.635 -0.076 0.105
O -0.8927 2.6736 0.3546 0.231 -0.246 -0.089
H 0.3383 4.2468 -2.9408 -0.065 -0.009 -0.058
H -3.3109 3.1321 -4.1610 -0.054 0.017 -0.020
H -5.6671 3.8177 -3.6771 -0.012 0.005 0.005
H -6.4438 3.9674 -1.3314 0.001 0.031 -0.014
H -4.9013 3.3795 0.5253 -0.012 -0.052 -0.022
```
Positions in Å, forces in eV/Å.

These are the natural (NBO) partial charges, in e, on atoms 1 to 6:
1. Mn 1.63
2. C -0.33
3. C 0.01
4. N -0.36
5. N -0.32
6. C 0.03

---

No. 4
Here is a molecular structure, C18H17BCl2F4N7O2S2Zr from the OMol25 dataset. Energies are from the ωB97M-V functional and the def2-TZVPD basis.

Properties
- charge = -1
- E_HOMO (eV) = -4.950
- LUMO energy (eV) = 2.529
- energy above the lowest of the compared OMol25 structures with the same formula, charge and spin (kJ/mol) = 44.3
- frontier orbital gap (eV) = 7.48
- E (a.u.) = -3418.520773

Structure (XYZ):
```
54
Properties=species:S:1:pos:R:3:forces:R:3
Zr -0.2406 1.3113 -0.9907 0.050 0.178 0.474
S 1.5385 3.6091 -0.5327 -0.015 -0.177 -0.040
C 1.2154 2.9607 0.9869 0.020 -0.016 -0.271
N 0.6022 1.7893 1.0815 -0.205 -0.014 0.055
C 0.4695 1.3507 2.3892 0.007 0.017 0.088
C -0.0633 0.1310 2.7999 0.011 0.068 0.003
C -0.0958 -0.1549 4.1528 -0.008 -0.022 0.003
C 0.3892 0.7523 5.0948 -0.014 -0.022 0.051
C 0.9288 1.9631 4.6958 0.018 0.032 -0.012
C 0.9698 2.2532 3.3396 -0.036 -0.120 -0.018
S 1.6221 3.6552 2.5363 0.035 0.032 -0.022
H -0.4312 -0.5696 2.0643 0.007 -0.010 -0.032
H -0.5027 -1.1026 4.4821 -0.003 0.003 0.002
H 0.3492 0.5091 6.1490 -0.003 -0.010 -0.005
H 1.3134 2.6630 5.4265 0.005 0.016 -0.013
F -0.9609 0.8631 -4.6427 -0.055 0.040 -0.229
B -1.5370 1.7006 -3.7007 -0.098 0.326 0.363
F -1.9316 0.9036 -2.5408 0.008 -0.289 -0.053
F -2.5743 2.4228 -4.1880 0.042 -0.025 0.015
F -0.5208 2.5110 -3.0894 0.226 -0.022 -0.164
Cl -2.8150 0.6823 0.7333 -0.138 -0.125 0.098
C -3.4661 2.3239 0.8501 0.098 0.039 0.078
Cl -4.9316 2.4890 -0.1358 -0.023 0.021 -0.050
C -2.4040 3.3570 0.3933 -0.217 0.301 0.018
O -2.4824 4.4599 0.8969 0.010 -0.133 0.030
O -1.5861 2.9563 -0.4985 0.200 -0.584 -0.092
H -3.7444 2.5070 1.8808 0.014 0.010 -0.006
N 0.5158 -1.1875 -3.5105 0.070 0.005 0.264
N 1.6064 -0.3587 -3.2903 0.023 -0.118 0.121
N 2.7643 -0.5427 -3.8676 -0.151 0.086 -0.094
C 3.4650 0.4819 -3.4025 0.045 0.012 -0.035
N 2.7655 1.2490 -2.5603 0.040 -0.172 0.167
N 1.5906 0.6877 -2.4853 -0.031 0.295 -0.352
H -0.0800 -0.7027 -4.1817 0.076 -0.058 0.041
H 0.0171 -1.1873 -2.6122 0.037 -0.144 0.002
H 4.4853 0.6781 -3.6783 0.008 -0.018 0.008
C -2.2247 -2.4039 -1.0773 -0.078 0.109 -0.016
C -0.9295 -2.8009 -0.4328 0.080 -0.062 0.058
C -0.7045 -4.1206 -0.0706 -0.019 0.006 0.009
C 0.4829 -4.5109 0.5302 0.029 -0.088 0.021
C 1.4695 -3.5647 0.7528 -0.031 0.064 0.017
C 1.2945 -2.2338 0.3933 -0.110 -0.079 0.009
C 2.4209 -1.2613 0.6071 -0.003 0.106 -0.055
C 0.0716 -1.8296 -0.1943 0.049 0.076 -0.050
N -0.1422 -0.5228 -0.5611 -0.004 0.604 -0.381
H -2.8049 -3.2853 -1.3507 -0.002 -0.020 -0.002
H -2.0710 -1.7966 -1.9725 0.006 -0.016 0.013
H -2.8362 -1.7895 -0.4113 0.032 -0.037 -0.019
H -1.4802 -4.8544 -0.2628 0.001 -0.008 0.002
H 0.6397 -5.5435 0.8171 -0.005 0.002 -0.007
H 2.4056 -3.8568 1.2176 0.004 -0.020 -0.005
H 2.9468 -1.4741 1.5389 0.011 -0.017 0.009
H 2.0695 -0.2311 0.6364 -0.003 -0.054 0.015
H 3.1519 -1.3350 -0.2051 -0.007 0.028 -0.010
```
Positions in Å, forces in eV/Å.

These are the natural (NBO) partial charges, in e, on atoms 1 to 6:
1. Zr 2.07
2. S -0.15
3. C -0.07
4. N -0.69
5. C 0.20
6. C -0.24